DFT (wB97M-V/def2-TZVPD) results for C3H4I2O in the gas phase at a distorted geometry.

Structure (XYZ):
```
10
Properties=species:S:1:pos:R:3:lowdin_charge:R:1
H -1.3338 1.0221 1.4818 0.05
H 0.3683 0.6243 1.7018 0.03
C -0.4197 0.4901 -0.3479 -0.59
O -1.2640 1.1635 -0.9621 0.05
C -0.5445 0.3477 1.1649 -0.53
H 0.4906 -0.0953 -2.1864 0.06
I 2.6938 -0.0183 -0.4950 0.73
I -0.9819 -1.7377 1.7278 0.75
H 0.3708 -1.4380 -0.9712 0.02
C 0.6204 -0.3584 -1.1137 -0.58
```

For the LUMO energy, the calculation gives -0.5 eV. For the HOMO energy, the calculation gives -9.772 eV. As for the energy above the lowest of the compared OMol25 structures with the same formula, charge and spin: 0.00 kcal/mol. Its SMILES is O=C(CI)CI. Its HOMO-LUMO gap is 9.237 eV.

---

DFT (wB97M-V/def2-TZVPD) results for C2H7N in the gas phase at a distorted geometry.

Structure (XYZ):
```
10
Properties=species:S:1:pos:R:3:lowdin_charge:R:1
C -1.2052 0.2664 0.0232 -0.03
C 1.2146 0.1529 -0.0470 -0.12
H 1.3453 1.0252 0.9275 0.16
N 0.0052 -0.5283 -0.0458 -0.15
H 1.0682 0.7594 -0.9361 0.09
H 0.0625 -0.9823 0.7049 0.01
H 1.7597 -0.5016 -0.0195 -0.06
H -0.8641 0.9192 -0.5013 -0.02
H -1.9916 -0.6243 -0.4717 0.18
H -1.4723 0.5867 0.7598 -0.06
```

For the LUMO energy, the calculation gives 1.2 eV. For the HOMO energy, the calculation gives -8.830 eV. As for the energy above the lowest of the compared OMol25 structures with the same formula, charge and spin: 160.17 kcal/mol. Its SMILES is CNC. Its HOMO-LUMO gap is 10.069 eV.

---

DFT (wB97M-V/def2-TZVPD) results for C6H11NSi in the gas phase at a distorted geometry.

Structure (XYZ):
```
19
Properties=species:S:1:pos:R:3:lowdin_charge:R:1
H 2.0308 -1.6911 1.1343 0.01
C 1.9191 -0.8085 1.6188 0.12
C -0.5057 -1.8695 -0.4345 -0.16
C -1.8427 0.9816 0.0290 -0.15
H -1.6932 1.9696 -0.1051 -0.01
H 1.3328 0.1250 -2.2480 0.02
Si -0.2265 0.0723 -0.2820 0.62
H -2.5461 0.8284 -0.8034 0.06
C 0.5407 0.7325 -1.8954 -0.15
H -0.2295 0.6169 -2.6574 0.04
H -2.2503 0.8799 0.9388 -0.01
H 0.1489 -2.5855 -0.9611 0.04
H -0.7094 -2.2229 0.4772 -0.03
C 0.9624 0.2508 1.1963 -0.27
C 0.7772 1.4122 1.9580 -0.30
H 2.5215 -0.7970 2.4240 0.02
H -1.2927 -1.8821 -1.1707 0.01
H 0.7544 1.7221 -1.8159 -0.01
N 0.3083 2.2652 2.5970 0.15
```

For the LUMO energy, the calculation gives -0.3 eV. For the HOMO energy, the calculation gives -9.652 eV. As for the energy above the lowest of the compared OMol25 structures with the same formula, charge and spin: 32.21 kcal/mol. Its SMILES is C=C(C#N)[Si](C)(C)C. Its HOMO-LUMO gap is 9.378 eV.

---

DFT (wB97M-V/def2-TZVPD) results for 2 unconnected molecules or ions with the total composition C6H12 at a distorted geometry.

Structure (XYZ):
```
18
Properties=species:S:1:pos:R:3:lowdin_charge:R:1
H 0.8609 -1.1087 -1.6590 0.11
C 2.1712 -0.2325 -0.2831 -0.02
C -0.2604 1.9240 -0.7576 0.03
H -0.6637 0.7701 1.7816 0.10
H 0.5251 -1.4525 1.3900 0.11
H -1.9669 -1.2539 0.9791 0.11
C -1.2458 -0.7218 0.3411 -0.28
C 0.0932 -1.4821 0.3774 -0.22
H 0.2282 1.3780 -1.5740 0.00
H -1.1132 2.4936 -1.1235 0.01
H 2.8305 0.1857 -1.0394 0.06
H -0.1111 -2.5355 0.1471 0.11
H 2.4166 -0.0176 0.7557 0.06
C 1.0937 -0.9405 -0.6051 -0.22
C -1.1376 0.7168 0.7650 -0.11
H 0.0148 1.7427 0.2993 -0.03
H -2.0809 1.2486 0.8768 0.07
H -1.6544 -0.7143 -0.6714 0.11
```

For the LUMO energy, the calculation gives 1.1 eV. For the HOMO energy, the calculation gives -8.158 eV. As for the energy above the lowest of the compared OMol25 structures with the same formula, charge and spin: 109.49 kcal/mol. Its HOMO-LUMO gap is 9.286 eV.

---

DFT (wB97M-V/def2-TZVPD) results for a molecular structure, C12H30BaCl2N2O12 at a distorted geometry.

Structure (XYZ):
```
59
Properties=species:S:1:pos:R:3:lowdin_charge:R:1
H 1.8274 -3.3361 -5.9550 0.12
H 2.7528 -8.6285 -12.1443 0.13
H -0.8796 -4.1858 -6.5697 0.12
H -1.2375 -7.2220 -12.0594 0.10
H 0.3178 -5.8684 -4.9144 0.13
H 5.0084 -8.3677 -12.6459 0.13
O 0.2911 -2.8260 -9.5813 -0.32
O 4.9627 -0.4913 -10.3920 -0.37
C 4.9814 -8.1701 -10.5461 -0.18
C -0.6233 -2.1539 -8.7295 -0.21
C 5.6706 -6.8213 -8.6166 -0.08
Cl -1.7408 -9.3245 -8.0164 0.61
H 3.1953 -7.1516 -5.0282 0.09
H 0.4614 -3.2740 -4.8677 0.12
N 0.0205 -3.8202 -6.8460 -0.07
H -1.3155 -5.7368 -11.2114 0.09
H -1.6748 -2.4365 -8.7814 0.13
H 6.5622 -6.4441 -9.1174 0.10
H 5.8336 -7.7097 -8.0065 0.09
H 0.6191 -7.8249 -13.4055 0.12
H -0.8244 -1.9352 -6.6765 0.12
Ba 1.7998 -5.6003 -9.3776 1.78
Cl 5.3026 -1.8741 -10.2083 0.56
H 0.7721 -1.7985 -7.1454 0.13
H 2.9881 -7.7392 -6.6413 0.08
O 0.4467 -6.1695 -12.1520 -0.33
H 0.7781 -6.4361 -14.2469 0.13
C -0.9701 -6.1692 -12.1505 -0.08
O -2.0564 -7.9982 -7.6134 -0.40
O 4.9020 -2.5909 -11.3707 -0.40
H 5.3401 -6.0035 -7.9763 0.09
H 4.4155 -9.0647 -10.2861 0.12
O -1.4725 -10.1616 -6.8513 -0.38
C 1.2078 -5.2988 -5.1820 -0.17
H 1.8058 -5.1702 -4.2798 0.13
C 0.9034 -3.8465 -5.6832 -0.20
C 4.5267 -7.7386 -11.8974 -0.21
O 2.0067 -5.8819 -6.2375 -0.31
H 6.0159 -8.5109 -10.5035 0.13
C -0.1007 -2.4257 -7.3275 -0.21
H 3.0029 -7.3543 -13.9781 0.13
O 4.6485 -7.0500 -9.6163 -0.31
H 1.0391 -1.3339 -10.8146 0.10
O 6.6945 -1.9623 -10.0801 -0.34
H 0.9787 -2.9668 -11.5581 0.08
H -0.5078 -2.0215 -11.3679 0.09
O 4.6040 -2.3362 -9.0374 -0.41
H -0.5363 -1.0807 -8.8988 0.13
C 2.4809 -7.1861 -5.8507 -0.08
C 2.5991 -6.9285 -13.0595 -0.23
N 3.0493 -7.6830 -11.9485 -0.07
H 2.9384 -5.8942 -13.0031 0.13
C 1.0697 -6.8407 -13.2776 -0.17
C 0.4595 -2.2509 -10.9209 -0.04
H -1.3424 -5.6751 -13.0479 0.10
O -0.5594 -9.2049 -8.8284 -0.43
O -2.8413 -9.8862 -8.7847 -0.37
H 1.6238 -7.7448 -5.4747 0.10
H 5.0268 -6.7800 -12.0355 0.14
```

For the LUMO energy, the calculation gives -0.6 eV. For the HOMO energy, the calculation gives -8.717 eV. As for the energy above the lowest of the compared OMol25 structures with the same formula, charge and spin: 12.79 kcal/mol. Its HOMO-LUMO gap is 8.090 eV.

---

DFT (wB97M-V/def2-TZVPD) results for a molecular structure, C33H52As3BN11O7Sn.

Structure (XYZ):
```
108
Properties=species:S:1:pos:R:3:lowdin_charge:R:1
H -1.2481 2.1988 5.7591 0.12
N -1.1554 -0.3439 6.9238 0.12
H 4.4657 -0.6736 1.4103 0.09
C -1.1075 0.2014 8.1254 -0.35
H -3.9643 -0.9563 -2.6358 0.06
N -0.5722 1.2340 2.7655 -0.04
C 2.8161 -0.3033 -1.8194 -0.32
C -1.2092 -2.4051 4.8016 -0.03
H -0.4746 2.8161 0.5336 0.06
O 1.6388 -4.2863 1.6072 0.02
C 3.8815 1.9915 -3.2611 -0.33
H 4.2017 1.2813 -4.0250 0.03
H -3.0961 -1.4325 -5.9623 0.02
H -1.3280 -2.4286 0.4968 0.04
N 2.0225 0.1895 3.1499 -0.03
N 1.6282 -0.1607 4.4010 0.03
H -0.3198 5.2630 -1.8181 0.03
C -2.4872 -0.5657 -5.7034 -0.34
C 0.0713 0.9661 8.2809 -0.02
H 2.5797 -0.9169 6.1168 0.13
H 3.3198 -0.8256 -2.6352 0.04
H -2.1417 3.9059 3.8091 0.10
H -1.6578 -4.5660 -2.4364 0.17
H 3.4618 0.7476 1.0870 0.04
C -0.1481 -3.1554 -1.8938 -0.37
N 1.9122 -3.2148 2.1332 -0.54
H -0.3569 -3.0333 -5.7574 0.02
H -0.1543 -1.8785 -4.4267 -0.01
C -1.2154 -2.7150 2.6192 -0.32
H 1.6218 3.4415 -4.4202 0.03
C -2.2077 -0.0210 9.1100 -0.04
C -0.8089 2.1211 -4.3167 -0.28
H -1.8157 -0.3805 10.0619 0.08
H -0.3745 1.6737 -6.9363 0.06
C 0.0625 4.6708 -2.6483 -0.27
H -2.4179 -3.6573 1.1403 0.09
H -1.8176 3.8376 1.0814 0.08
H -1.5256 1.3072 -4.2254 0.05
C -1.6649 -3.2608 3.8208 0.01
O -3.0295 0.2798 -2.3176 0.00
H -2.7248 3.9433 -1.3392 0.02
C 3.8141 -0.4612 4.3123 0.00
C -1.4654 -1.4600 -2.0020 -0.17
C -1.8712 -0.0279 -1.9689 -0.57
H 4.9510 0.9191 2.0163 0.09
C 0.1711 0.9595 -6.3083 -0.38
N -0.5276 -1.4110 4.2207 0.05
C 1.3639 2.8613 -5.3067 -0.08
C 1.0471 -4.0202 -1.7127 0.02
H 3.8145 2.9853 -3.6982 0.01
H -3.2413 2.5265 -2.2938 0.02
As -0.7903 -0.7430 -6.6714 1.14
N -1.3703 -3.6173 -2.2477 0.19
H 0.6103 -0.0859 -3.6489 0.04
H -2.3765 -0.5401 -4.6218 -0.01
O 2.1018 -3.0746 3.3303 0.05
H -3.0176 0.3275 -6.0342 0.03
O -3.9671 -3.9841 -2.9402 0.10
H 1.1220 0.7963 -6.8274 0.06
B 0.1279 -0.1296 4.7850 -0.66
N -0.5382 1.0965 4.1072 0.03
H 2.2960 2.5476 -5.7801 0.09
C -2.2305 -2.5580 -2.3284 -0.10
H -0.6827 -3.9949 1.0020 0.08
C -1.6026 2.9819 3.6920 -0.01
C -1.4156 2.8250 1.0887 -0.05
C 4.0997 0.2647 1.8283 -0.03
C 2.6896 -0.5719 5.1028 -0.06
O 2.0174 -2.1666 1.3615 -0.27
H 1.4700 -3.8702 -0.7186 0.06
O -4.4515 -1.8154 -2.8318 0.13
C -1.4215 -3.2268 1.2338 -0.01
H -0.2115 5.1389 -3.5950 0.04
H 0.7899 -5.0730 -1.8251 0.09
C 0.0494 -2.0600 -5.4798 -0.34
H 3.5195 -0.1647 -1.0004 0.00
H 1.6534 1.2667 6.7455 0.12
H 0.8387 3.5223 -6.0003 0.09
H 4.8280 -0.7027 4.5786 0.11
Sn 0.6306 -0.3461 1.3909 1.34
C -2.6214 3.4184 -2.2869 -0.23
C -1.2072 2.3701 2.4957 -0.34
C -3.6349 -2.8403 -2.7249 -0.49
H 1.1268 -2.0825 -5.6418 0.02
C 1.2742 0.6762 -4.0570 -0.35
N -0.5244 -1.6003 2.8743 -0.04
H -1.3436 -2.4118 5.8678 0.11
C -1.1582 2.1357 4.6871 -0.04
H 1.8050 -3.7664 -2.4550 0.08
C 0.4989 1.6426 -4.9604 -0.66
H -2.1095 2.1709 0.5582 0.08
H 4.6289 2.0142 -2.4676 0.02
H -2.8933 4.0904 -3.1025 0.04
H -2.7522 0.9042 9.3050 0.08
N -0.0128 0.0243 6.2871 -0.01
O -0.9668 0.7918 -1.6135 -0.22
C 3.3444 0.0060 3.0862 -0.35
H -2.9087 -0.7566 8.7205 0.07
H 1.9636 -0.8878 -1.4787 -0.03
H 1.1421 4.5834 -2.5643 0.00
H 0.3915 1.5225 9.1453 0.10
N -0.1780 -1.8491 -1.7377 0.15
H -1.2693 2.8878 -4.9499 0.10
As 2.1726 1.4235 -2.4656 1.13
As -0.7771 2.8876 -2.5252 1.24
H 2.0425 0.1641 -4.6446 0.08
C 0.7274 0.8351 7.0866 -0.09
H -2.2449 -4.1572 3.9510 0.11
```

For the LUMO energy (alpha / beta), the calculation gives 0.3 / -1.7 eV. For the HOMO energy (alpha / beta), the calculation gives -8.159 / -8.537 eV. As for the energy above the lowest of the compared OMol25 structures with the same formula, charge and spin: 2.27 kcal/mol. As for the expectation value of S²: 0.753. Its multiplicity is 2. Its HOMO-LUMO gap (alpha / beta) is 8.467 / 6.858 eV.